Entry 1:
Density functional theory data (the ωB97M-V functional and the def2-TZVPD basis) for 2 unconnected molecules or ions with the total composition C5H5N2.

```
12
Properties=species:S:1:pos:R:3:forces:R:3:nbo_charge:R:1
C -1.017862 2.816897 -0.010656 5.2 -7.6 1.8 0.512
C -1.349693 0.276581 2.291976 4.1 0.5 -2.1 0.191
C 0.249527 -1.721474 -0.002275 0.3 1.2 -0.7 -0.139
C -0.116200 -0.427112 -0.284606 -0.9 -0.7 -2.0 -0.289
C 0.234610 0.715294 0.507595 1.0 -2.3 2.7 0.030
N -2.401852 0.295908 2.702527 -3.4 0.0 1.4 -0.384
N -0.324856 1.883866 0.242315 -4.6 5.5 -2.1 -0.225
H -1.325617 3.755210 -0.024359 -1.9 4.0 -0.5 0.269
H -0.006339 -2.570651 -0.625422 -0.4 0.3 -0.1 0.239
H 0.916285 -1.984325 0.793769 0.1 0.2 0.6 0.217
H -0.809365 -0.232739 -1.220810 1.4 -0.3 2.2 0.264
H 1.082688 0.872347 1.262380 -1.1 -0.9 -1.3 0.315
```
Forces are in eV/Å.

Values from the calculation:
- LUMO level (alpha / beta) (eV) = -7.5 / -7.6
- energy relative to the best compared isomer or geometry (same formula, charge and spin) (kcal per mole) = 119.0
- net charge = +1
- total energy (eV) = -8231.2875
- gap between HOMO and LUMO (alpha / beta) (eV) = 7.71 / 6.66

Entry 2:
Density functional theory data (the ωB97M-V functional and the def2-TZVPD basis) for a molecular structure, C5H5N2O3S.

```
16
Properties=species:S:1:pos:R:3:forces:R:3:nbo_charge:R:1
C -1.961207 -1.112568 -0.079864 -2.5 -4.2 1.0 -0.053
C -1.598487 0.928720 -0.464184 1.3 0.7 -0.1 0.200
C -0.816706 -0.979640 0.596818 1.0 6.4 -1.8 -0.043
C 0.257101 -1.534426 1.413727 1.3 -1.5 0.6 0.717
C 1.845030 0.576805 -0.932801 1.7 3.9 0.2 -0.788
N -2.471491 -0.000927 -0.691172 -0.9 -0.8 -0.4 -0.519
N -0.573879 0.521831 0.257669 2.1 -4.6 2.5 -0.559
O 1.367249 -0.871332 1.498737 -1.7 -1.0 -0.6 -0.768
O 0.022488 -2.630070 1.921274 0.0 -0.4 0.4 -0.689
O 0.807295 2.559649 0.292834 0.2 1.0 0.1 -1.050
S 1.078027 1.142658 0.652484 -1.6 2.3 -1.8 1.501
H -2.540162 -2.131169 0.013770 0.9 2.3 -0.6 0.196
H -1.543382 1.914959 -0.854040 -0.5 0.7 -0.3 0.200
H 1.721942 1.323657 -1.825931 -0.3 -1.1 2.0 0.222
H 1.490439 -0.343776 -1.152011 -0.6 -3.1 -0.8 0.218
H 2.915743 0.635627 -0.647310 -0.4 -0.6 -0.4 0.215
```
Forces are in eV/Å.

Values from the calculation:
- LUMO level (eV) = 3.6
- energy relative to the best compared isomer or geometry (same formula, charge and spin) (kcal per mole) = 38.1
- net charge = -1
- total energy (eV) = -25223.5920
- gap between HOMO and LUMO (eV) = 8.28

Entry 3:
Density functional theory data (the ωB97M-V functional and the def2-TZVPD basis) for a gas-phase ion, C5H5N2O4P (charge -2).

```
17
Properties=species:S:1:pos:R:3:forces:R:3:nbo_charge:R:1
O 2.692072 -2.266788 -0.467096 0.4 -1.4 0.2 -0.699
C 2.326797 -1.124095 -0.508086 0.6 2.3 -0.9 0.645
O 3.026823 -0.066444 -0.044950 -1.7 -1.2 -0.2 -0.788
P 1.708102 1.144189 0.312912 0.6 -1.1 1.5 2.305
O 1.478734 1.839826 -0.956396 -0.9 0.5 -1.9 -1.198
O 2.420577 1.840233 1.399598 0.3 0.7 1.3 -1.198
C 0.430840 0.026167 0.817338 1.9 0.3 1.5 -0.866
N -0.879914 0.039321 0.345523 -0.2 -0.4 1.3 -0.279
C -1.278586 0.304772 -0.896073 -5.0 -0.5 0.9 -0.122
C -2.734185 0.176965 -0.870913 2.3 -0.2 -1.6 -0.159
N -3.124479 -0.202104 0.329343 0.3 -0.2 1.5 -0.535
C -1.993636 -0.243349 1.065156 -1.6 -0.7 1.0 0.060
H 1.426118 -0.753226 -1.037736 0.4 -0.9 -0.2 0.099
H 0.656710 -0.542168 1.765384 -0.7 0.8 -1.1 0.199
H -0.632835 0.406424 -1.659116 2.1 0.7 -2.3 0.212
H -3.446939 0.068560 -1.691584 0.4 0.6 0.0 0.159
H -2.076207 -0.648285 2.096703 0.9 0.7 -0.8 0.165
```
Forces are in eV/Å.

Values from the calculation:
- LUMO level (eV) = 6.5
- energy relative to the best compared isomer or geometry (same formula, charge and spin) (kcal per mole) = 5.6
- net charge = -2
- total energy (eV) = -25725.3993
- gap between HOMO and LUMO (eV) = 5.42